{
  "formula": "C44H78F12O22",
  "method": "ωB97M-V with the def2-TZVPD basis set",
  "symbols": ["C", "O", "C", "C", "O", "C", "H", "H", "H", "H", "H", "H", "H", "H", "H", "H", "C", "O", "C", "C", "O", "C", "H", "H", "H", "H", "H", "H", "H", "H", "H", "H", "C", "O", "C", "C", "O", "C", "H", "H", "H", "H", "H", "H", "H", "H", "H", "H", "C", "O", "C", "C", "O", "C", "H", "H", "H", "H", "H", "H", "H", "H", "H", "H", "O", "C", "O", "C", "C", "C", "H", "H", "H", "H", "H", "H", "O", "C", "O", "C", "C", "C", "H", "H", "H", "H", "H", "H", "O", "C", "O", "C", "C", "C", "H", "H", "H", "H", "H", "H", "C", "C", "O", "C", "O", "C", "F", "F", "F", "H", "H", "H", "H", "H", "C", "C", "O", "C", "O", "C", "F", "F", "F", "H", "H", "H", "H", "H", "C", "C", "O", "C", "O", "C", "F", "F", "F", "H", "H", "H", "H", "H", "C", "C", "O", "C", "O", "C", "F", "F", "F", "H", "H", "H", "H", "H"],
  "positions_angstrom": [[-3.4227, -0.1874, -1.6968], [-4.0485, -1.4271, -2.0012], [-5.4282, -1.5180, -1.7209], [-5.9770, -1.5237, -0.2517], [-5.6873, -0.3806, 0.4867], [-6.3936, 0.7498, 0.0738], [-2.3880, -0.0680, -2.0181], [-3.4044, 0.0001, -0.6232], [-3.9274, 0.6730, -2.1363], [-5.5970, -2.4804, -2.2040], [-6.0469, -0.7764, -2.2262], [-5.4333, -2.3589, 0.1897], [-7.0420, -1.7552, -0.2423], [-6.1895, 1.2023, -0.8965], [-6.3246, 1.6251, 0.7197], [-7.4661, 0.5796, 0.1680], [7.4985, -1.9317, 1.7500], [6.1680, -1.5143, 1.3243], [5.6650, -2.2625, 0.2368], [4.4440, -1.5819, -0.3966], [4.9287, -0.3423, -0.9572], [3.8443, 0.3550, -1.5718], [8.2943, -1.5795, 1.0937], [7.5878, -3.0153, 1.8267], [7.7287, -1.4979, 2.7231], [5.3712, -3.2259, 0.6535], [6.4418, -2.4277, -0.5098], [3.6720, -1.4060, 0.3525], [4.0143, -2.2054, -1.1806], [2.9544, 0.4660, -0.9522], [3.5619, -0.3337, -2.3680], [4.1083, 1.3471, -1.9380], [-2.9158, 1.7210, 0.3302], [-2.4032, 2.9654, -0.1873], [-3.3330, 3.9961, -0.5160], [-4.2637, 3.5502, -1.6606], [-5.3845, 2.7620, -1.2446], [-6.5851, 3.4599, -0.8674], [-3.4694, 1.8261, 1.2632], [-2.1550, 0.9609, 0.5077], [-3.5296, 1.1532, -0.3691], [-2.7502, 4.8882, -0.7453], [-3.8614, 4.3557, 0.3670], [-3.7857, 2.8105, -2.3027], [-4.6307, 4.4518, -2.1510], [-6.3231, 4.1562, -0.0707], [-7.3048, 2.7732, -0.4218], [-7.1032, 3.8710, -1.7338], [-0.8349, -1.6435, -4.8888], [-1.1042, -2.5384, -3.8011], [-1.5939, -1.8874, -2.5874], [-1.7625, -2.9112, -1.3763], [-0.5208, -3.4006, -0.9063], [-0.5876, -4.3696, 0.2095], [-0.0775, -0.9091, -4.6148], [-1.7174, -1.0427, -5.1088], [-0.3693, -2.1470, -5.7360], [-2.5320, -1.3974, -2.8484], [-0.8723, -1.1005, -2.3680], [-2.2604, -3.8339, -1.6744], [-2.3247, -2.5472, -0.5163], [0.4464, -4.5153, 0.5221], [-1.0057, -5.3320, -0.0858], [-1.1373, -3.9672, 1.0604], [-2.4787, 5.7440, 1.3553], [-1.5474, 4.9687, 1.5063], [-0.6959, 5.1519, 2.5032], [0.4056, 4.2894, 2.4926], [0.2473, 3.4878, 1.1856], [-1.1688, 3.7333, 0.6905], [0.3954, 3.6096, 3.3446], [1.3151, 4.8759, 2.3623], [0.3682, 2.4160, 1.3432], [0.9427, 3.7331, 0.3829], [-1.7645, 2.8499, 0.9206], [-1.2325, 3.9349, -0.3788], [1.5692, 0.6165, -3.5371], [0.6603, 1.2659, -2.9889], [-0.1584, 0.6506, -2.1561], [-1.1028, 1.5282, -1.6356], [-0.5334, 2.9245, -1.8233], [0.3465, 2.7762, -3.0503], [-1.4106, 1.4207, -0.5955], [-1.9744, 1.3144, -2.2541], [0.0434, 3.3282, -0.9912], [-1.3249, 3.6616, -1.9587], [1.2178, 3.4312, -3.0540], [-0.2554, 2.9878, -3.9341], [-2.2525, -1.0109, -0.2670], [-1.1008, -0.6101, -0.1276], [-0.8770, 0.5910, 0.4343], [0.5026, 0.9074, 0.4660], [1.2294, -0.4569, 0.3595], [0.2124, -1.2472, -0.4474], [0.7957, 1.4008, 1.3927], [0.7694, 1.6527, -0.2834], [1.3186, -0.8610, 1.3679], [2.1974, -0.3152, -0.1212], [0.2178, -2.2926, -0.1388], [0.3575, -1.1158, -1.5196], [4.3878, -2.8466, 3.0781], [3.4305, -1.8991, 2.3152], [2.1428, -2.4120, 2.2030], [1.2601, -2.4160, 3.1904], [1.5071, -2.3224, 4.4007], [-0.1812, -2.7766, 2.7547], [-0.5495, -2.2332, 1.6364], [-0.3038, -4.0520, 2.5579], [-1.0434, -2.4964, 3.7130], [4.3575, -3.8123, 2.5734], [3.9235, -2.9694, 4.0566], [5.4004, -2.4439, 3.1001], [3.8614, -1.7662, 1.3229], [3.3421, -0.9076, 2.7593], [2.2091, -1.1713, -3.4416], [2.0291, -1.7857, -2.0133], [2.7075, -2.9843, -1.8460], [2.5293, -3.6449, -0.6970], [1.9721, -3.1848, 0.2712], [2.9400, -5.1469, -0.7444], [3.5063, -5.4952, -1.8812], [3.8541, -5.2959, 0.2177], [1.8947, -5.9725, -0.4448], [1.8030, -1.8627, -4.1800], [3.1602, -0.7179, -3.7206], [1.4471, -0.4061, -3.5892], [0.9699, -2.0135, -1.8938], [2.3939, -1.1175, -1.2333], [-4.0319, -1.0160, 2.6003], [-2.6394, -0.7955, 2.0136], [-1.5792, -0.5609, 2.8721], [-1.3337, 0.7229, 3.3553], [-2.1366, 1.6892, 3.3242], [0.0944, 0.8106, 4.0049], [0.9017, -0.0362, 3.3099], [0.5092, 2.0937, 3.8042], [0.1284, 0.5556, 5.2723], [-4.7018, -1.5019, 1.8909], [-4.4151, -0.0795, 3.0055], [-3.9562, -1.7469, 3.4053], [-2.6149, -0.0431, 1.2253], [-2.4445, -1.7147, 1.4611], [5.0008, 0.6530, 1.9677], [4.8124, 2.2126, 2.0925], [4.2720, 2.7131, 0.8580], [2.9399, 2.6270, 0.4580], [1.9801, 2.3152, 1.1991], [2.6797, 3.0837, -1.0409], [2.2052, 1.9807, -1.6066], [1.7732, 4.0730, -1.1009], [3.8348, 3.5105, -1.6361], [5.5403, 0.1916, 2.7948], [5.4099, 0.3382, 1.0076], [3.9913, 0.2427, 1.9413], [5.8432, 2.5635, 2.0428], [4.2964, 2.5717, 2.9829]],
  "forces_ev_per_a": [[-3.1513, 1.9809, -1.0368], [-0.2355, 1.1447, 0.7841], [-1.1433, -0.1890, -0.0745], [1.7759, -0.9410, -1.2169], [0.3236, 0.7579, -0.1314], [-1.7501, 0.6569, 0.1717], [-1.8069, -0.8360, -0.1233], [-1.5376, -0.8956, -2.1917], [-0.9192, -0.0094, -0.8036], [-0.8551, -0.1250, 0.3447], [0.3927, 0.3704, -0.5942], [-0.1333, -0.0210, 0.6294], [-0.2035, 0.0288, -0.2470], [0.2555, -1.3928, 0.0169], [1.0924, -0.5780, 0.7462], [-0.4912, -0.5580, -0.3130], [-0.6901, 0.2650, -0.2850], [2.0723, -0.4243, -0.0131], [-0.2962, -0.2298, 0.0853], [2.3795, 1.0148, -1.1853], [-0.2843, 0.2776, 0.6567], [1.4242, -1.1803, -0.4319], [-0.2225, 0.0801, -0.4487], [-0.2186, -0.1501, 0.0125], [-0.4449, 0.0427, 0.0737], [-0.1255, -0.4426, -0.3019], [-0.0377, 0.0731, -0.2271], [0.1687, 0.9054, -2.5410], [1.3672, 0.4856, 0.4640], [1.4950, -0.0764, 0.1795], [0.3000, 1.5372, 0.2213], [0.9230, -0.7366, 0.0814], [-4.4942, 0.2937, 0.2605], [-13.6927, -5.2810, -8.8220], [-1.7268, -1.0173, -0.9282], [-0.6527, 0.1955, 0.8903], [-0.4688, 0.9114, -0.0160], [0.7976, -0.1122, 0.1357], [-0.1414, 0.5791, -0.0147], [-2.3038, 3.3289, 0.4543], [-0.5601, 2.4896, 0.6884], [0.1584, -0.2112, -0.5606], [-0.3537, -0.5201, 0.0363], [0.5439, 0.7306, -0.4165], [0.0957, -0.0449, -0.5900], [-0.2867, 0.5522, -0.2686], [0.2496, -0.1474, -0.1707], [0.3099, 0.5302, -0.0177], [0.0593, 0.3808, 1.5244], [0.2636, -0.4065, 0.0657], [0.7741, -1.5967, -1.2647], [-0.4731, -2.8528, -1.4908], [0.1092, -3.7566, 0.1254], [-0.5258, 0.4899, -1.7753], [0.0779, 0.0974, 0.2536], [-0.3397, -0.2632, -0.5555], [-0.6697, -0.4222, 0.0651], [1.0295, -1.4117, -0.4554], [-0.7094, -0.7566, -0.3467], [-0.4828, 0.0992, -1.0388], [0.2121, -1.3745, -1.3689], [-0.6242, -0.0186, -0.1711], [-0.1459, -0.0051, -0.3716], [-0.5640, -0.5649, -1.8207], [0.8788, -0.4283, 0.1992], [-1.1713, -0.1786, -0.4433], [-0.1970, 1.2301, 1.2201], [0.6352, -0.6292, -1.6253], [-1.7357, 1.3950, -0.1158], [6.9565, 4.9647, 6.2504], [0.0248, 1.8976, -0.5496], [0.0800, 0.1997, 0.7784], [-2.3567, 3.4208, 0.4999], [-0.9900, 0.6416, 1.5802], [3.3798, 1.3072, 5.2739], [2.0981, 2.1613, 1.9290], [-4.2352, 17.0049, -0.1452], [1.1697, 1.0761, -1.4453], [1.7772, 0.1031, -0.9456], [-2.2235, 3.7233, -1.8397], [0.4058, 0.4215, -1.7044], [-0.6872, -0.6111, -0.2217], [0.9856, 0.3457, -3.4790], [0.1476, 1.3964, -0.1048], [-0.4395, -1.1309, -0.8647], [0.1746, -0.2521, -0.6647], [-0.1857, -0.4928, -0.4886], [0.1358, -0.2386, -0.3192], [5.9649, 2.1937, 2.6456], [0.1262, -2.3379, 0.2196], [5.4011, -3.7466, 3.6619], [1.1564, -2.4598, 0.6143], [-1.6281, 1.9325, 0.0766], [-0.3169, 2.2157, 2.0862], [-1.3332, -3.1062, -0.2628], [-0.9488, -0.9403, 0.2198], [0.1288, 0.3711, -0.8705], [-0.9649, -0.1677, 1.3939], [0.2279, 1.7847, -0.8823], [-1.1036, 0.7242, 2.3998], [-1.4866, 0.3927, 0.2760], [1.9157, -0.2408, 2.0431], [-2.4403, -0.1844, 2.1129], [2.0077, -0.6942, 3.4789], [-0.6065, -0.1179, -2.8982], [0.7429, 0.2079, 1.7074], [0.3959, 1.0966, -0.5565], [1.0932, -2.6971, 1.9186], [0.1566, -0.6375, 1.0341], [0.1798, -0.0752, -0.0026], [0.5602, -0.1745, 0.2468], [-0.4022, -0.1553, 0.2438], [-0.9288, -0.8250, 2.8768], [-0.0041, -0.6100, 0.5023], [2.0859, -10.7648, 1.2092], [0.2839, 1.0409, -3.7403], [0.8632, -4.6154, 0.1721], [-1.9164, 0.3847, -1.2576], [1.3101, -1.6474, -2.4393], [-0.1413, 0.4514, 0.5085], [-0.3337, -0.2790, -0.3123], [0.2975, -0.3887, 0.5202], [1.0209, 0.7954, -0.6128], [0.9446, -1.0331, -0.1108], [-0.3877, -0.6673, -0.3750], [-0.6152, -5.9207, 0.3418], [2.2283, -1.5597, -1.2219], [-0.7589, -1.1510, -1.2126], [0.7765, 0.0171, 1.0863], [-2.9710, -0.6013, -0.7058], [1.5309, 4.5155, 2.3826], [-3.9417, 0.7280, -0.6790], [3.3456, -3.5979, 0.1790], [-1.0361, 0.5629, -2.0382], [-0.0253, 1.2717, 0.8073], [0.3793, -2.6826, 0.8559], [0.1160, -0.3954, 0.7352], [0.3560, 0.5915, 0.0989], [-0.4432, -0.1695, -0.1196], [0.1743, 0.0908, 0.3770], [-1.1152, -0.7913, 2.1780], [0.1133, 0.2542, 1.1999], [-1.7756, 1.6990, -0.0737], [1.3412, -2.0044, -0.4334], [-2.8130, 0.5588, -2.1822], [0.6635, -0.2272, 4.2983], [10.7040, 1.0839, -2.2028], [2.2630, 0.4972, 1.9714], [-0.3401, 2.2682, -0.5817], [2.0307, 0.1406, -0.8823], [-1.8182, -0.5656, 0.3521], [-0.0336, 0.3749, -0.0036], [0.3390, 0.8947, 0.3687], [0.3502, 0.3795, 0.0753], [-0.2637, 0.7004, 0.3022], [-0.1976, -0.0658, -0.2315]],
  "mulliken_charge": [-1.7370, -0.2676, -0.8253, -0.7132, -0.1396, -1.5819, -0.0887, 0.4009, 2.0828, 0.6494, 0.2487, 0.3089, 0.5874, 0.7926, 0.4869, 0.3014, -1.0831, 0.0418, -1.4380, -0.9698, -0.5721, 0.2008, 0.2718, 0.3989, 0.2832, 0.3821, 0.6939, 0.6882, 1.9510, 0.0708, 0.0560, 0.6122, -0.2415, 0.0654, -0.3015, -1.3968, -0.1739, -0.9714, 0.6307, -0.8782, 0.7415, 0.5989, 0.5957, 0.0598, 0.5659, 0.3801, 0.4309, 0.2438, -0.6439, -0.5322, 0.4609, -0.8289, -0.2730, -0.8712, 0.1633, 0.3496, 0.3563, 1.5529, -1.0263, 0.9313, -0.2188, 0.2294, 0.1562, 0.3479, -0.7110, -0.4508, -0.3951, -0.4203, -0.0375, 1.8229, 0.4559, 0.2840, 0.1848, 0.0159, -0.8069, -0.2472, -0.3438, 0.7404, 0.3246, -1.0738, -0.6088, -1.6125, 0.8440, -0.0400, -0.0028, 0.9690, 0.1961, 0.5733, -1.1719, 2.2734, 0.4447, -0.9051, 1.9662, -1.9245, 0.7328, 0.6067, -0.6377, 0.3509, 0.2139, -0.3898, -2.1018, 1.0079, 0.1904, 0.6375, -0.6794, 1.3491, -0.7538, -0.3085, -0.2377, 0.3029, 0.5966, 0.2866, -0.8021, 0.7828, -2.5145, 2.4107, -0.4591, 0.2902, -0.1561, 0.4602, -0.2569, -0.2480, -0.2206, 0.4267, 0.8292, -0.7604, -0.0667, -1.7595, -1.6545, 1.9518, -0.3251, 0.4934, -0.6342, 0.6171, -0.2370, -0.3217, -0.3689, 0.1971, 0.3086, 0.5241, -0.7269, -0.6312, 0.0167, -0.7394, -0.5140, 0.4082, -0.7363, 0.8398, -0.7875, -0.1519, -0.3730, 0.5700, 0.3355, -0.8216, 0.4463, 0.2527],
  "orbital_gap_ev": 6.817,
  "lumo_ha": -0.00393,
  "de_lowest_kj_mol": 3794.8,
  "max_force_ha_per_bohr": 0.341,
  "total_energy_ev": -124498.9399,
  "homo_energy_ev": -6.92
}